--- one ---
This record from the OMol25 dataset describes 2 unconnected molecules or ions with the total composition C3H5N3O. The level of theory is ωB97M-V with the def2-TZVPD basis set.

The value obtained for the HOMO energy is -9.7 eV. The orbital gap comes out at 10.2111 eV.

Each line ends with the Löwdin charge.
Geometry (Å):
1 N -1.68932 -0.84389 0.76257  0.1050
2 C -0.62167 -0.07682 0.31984  -0.4904
3 C -0.00254 -0.57408 -0.94358  -0.1899
4 N 0.92184 0.09210 -1.49424  0.1040
5 C 2.63166 1.00990 0.42540  -0.0480
6 O 2.88258 2.12009 0.26081  -0.0084
7 N -0.07146 0.90351 0.91718  0.1226
8 H -2.28009 -0.41984 1.46387  0.0937
9 H -2.21295 -1.34391 0.05850  0.0827
10 H -0.34064 -1.56146 -1.28616  0.1091
11 H 1.30448 -0.41512 -2.28904  0.0628
12 H -0.52190 1.10952 1.80486  0.0568

--- two ---
This record from the OMol25 dataset describes C3H5N3O in the gas phase. The level of theory is ωB97M-V with the def2-TZVPD basis set.

The value obtained for the HOMO energy (alpha / beta) is -7.8 / -7.8 eV. The orbital gap (alpha / beta) comes out at 7.6312 / 7.6287 eV.

Each line ends with the Löwdin charge.
Geometry (Å):
1 C -0.85842 -1.64502 0.22659  0.0473
2 C -0.26758 -0.61846 -0.43747  -0.3787
3 C 0.21899 0.54744 0.25152  -0.3456
4 N 0.87265 1.57312 -0.46728  0.0723
5 O 0.09534 -0.71654 -1.73885  0.0501
6 N 0.00956 0.60175 1.54475  -0.0303
7 N -0.10726 -0.02457 2.50691  0.2140
8 H 0.69807 0.02298 -1.92868  0.0928
9 H 1.63005 2.00004 0.05435  0.0914
10 H 0.24591 2.30348 -0.79482  0.0945
11 H -1.48490 -1.48251 1.08687  0.0374
12 H -1.05241 -2.56173 -0.30390  0.0548

Name the most stable of them. one.

--- one ---
This record from the OMol25 dataset describes 2 unconnected molecules or ions with the total composition C3H5N3O. The level of theory is ωB97M-V with the def2-TZVPD basis set.

The value obtained for the HOMO energy is -8.5 eV. The orbital gap comes out at 9.3252 eV. Its SMILES is C1=CN1.NN=C=O.

Each line ends with the Löwdin charge.
Geometry (Å):
1 C -2.54799 -0.46464 0.11315  -0.0924
2 C 2.22533 -0.33819 0.84874  -0.3510
3 C -1.38593 -0.68752 0.65375  -0.0474
4 N -1.43399 -0.17577 -0.75393  -0.0727
5 N 1.58873 1.23576 -0.89851  -0.0002
6 N 2.08630 0.65580 0.21763  -0.0057
7 O 2.44470 -1.08445 1.72479  0.1074
8 H -3.52027 -0.52274 -0.06972  0.0537
9 H -0.76374 -1.09577 1.39149  0.0752
10 H 2.06489 2.21350 -0.92305  0.1300
11 H 0.55291 1.30855 -0.78487  0.0721
12 H -1.31093 -1.04454 -1.51947  0.1310

--- two ---
This record from the OMol25 dataset describes a molecular structure, C3H5N3O. The level of theory is ωB97M-V with the def2-TZVPD basis set.

The value obtained for the HOMO energy is -8.8 eV. The orbital gap comes out at 9.2089 eV.

Each line ends with the Löwdin charge.
Geometry (Å):
1 O -2.20539 0.84925 -0.79606  -0.0584
2 C -1.66894 -0.17491 0.00310  -0.2198
3 C -0.17205 -0.21914 -0.06000  -0.3490
4 N 0.54773 0.80790 -0.43280  -0.0064
5 N 1.82079 0.63776 -0.27496  -0.0100
6 C 1.76409 -1.18348 0.37009  0.0592
7 N 0.53852 -1.33987 0.32248  0.0957
8 H -1.58680 1.59184 -0.76856  0.0729
9 H -2.06315 -1.12900 -0.35900  0.1209
10 H -1.97888 -0.07140 1.05533  0.1198
11 H 2.31870 1.35660 -0.82904  0.1036
12 H 2.68420 -1.10114 -0.14020  0.0715

Name the most stable of them. two.